(1)
This record from the Open Molecules 2025 dataset describes a molecular structure, C3H11NO3S. The level of theory is wB97M-V/def2-TZVPD.

Net charge: -2

The geometry in XYZ format:
```
19
C3H11NO3S, DFT wB97M-V/def2-TZVPD
C 1.14277 -0.25059 0.97249
C 0.12328 0.53254 1.92041
S 1.06846 1.87673 2.70538
N 0.76268 -1.52257 0.40474
C 0.40866 -1.73245 -1.08885
O -0.94271 -1.74561 -1.08370
H 1.28248 0.54302 0.18681
H 2.10820 -0.39126 1.46952
H -0.46208 -0.19556 2.62415
H -0.61658 0.98921 1.25256
H 0.16877 -2.14021 0.98949
H 0.79753 -2.75931 -1.28512
H 1.12322 -0.94130 -1.51428
H -1.38790 1.29202 -3.00442
H -0.33155 0.21893 -2.88830
O -0.41745 1.21826 -3.04806
H -1.63574 -0.97292 -1.85202
H -3.07882 -0.20359 -1.73067
O -2.44607 -0.23586 -2.26716
```

(2)
This record from the Open Molecules 2025 dataset describes 3 unconnected molecules or ions with the total composition C3H11NO3S. The level of theory is wB97M-V/def2-TZVPD.

SMILES: O=CNCCS.O.O
Net charge: 0

The geometry in XYZ format:
```
19
C3H11NO3S, DFT wB97M-V/def2-TZVPD
O -1.39815 2.72367 1.63700
C -1.01268 1.96586 0.79418
N -0.72190 0.60039 0.95141
C -0.37231 0.04029 -0.32521
C -0.50976 -1.52842 -0.17749
S 0.91015 -2.47154 0.96457
H -0.69490 2.26075 -0.28362
H -0.50978 0.07031 1.77036
H 0.67022 0.21907 -0.78786
H -1.02293 0.27268 -1.23729
H -0.11189 -1.98532 -1.03677
H -1.45838 -1.92271 0.18980
H 1.39645 -1.75018 1.91698
H -4.38621 -1.33023 1.07948
H -3.88722 -0.07811 1.63940
O -3.95465 -0.97381 1.94647
H 6.42485 1.20543 -3.20180
H 5.13213 1.37698 -2.41313
O 5.50698 1.30488 -3.42650
```

In eV, the electronic energy values for the records above are, in order, -21754.346, -21755.180.
In eV, the energy relative to the best compared isomer or geometry (same formula, charge and spin) values for the records above are, in order, 2.535, 2.765.
In eV, the Kohn-Sham gap values for the records above are, in order, 5.743, 9.828.